Entry a
ORCA calculation (ωB97M-V/def2-TZVPD) on C42H38FeN3OS3Se4 as an isolated structure.

Calculated values
* LUMO (spin up / spin down): 0.015 / -0.014 Eh
* total charge: 0
* multiplicity: 6
* Kohn-Sham gap (spin up / spin down): 6.53 / 6.68 eV
* <S²>: 8.7671

Each line ends with the Löwdin charge.
Geometry (Å):
Fe (-0.093, -0.548, -0.471)  -0.03
N (-1.419, 0.080, 1.315)  0.03
C (-1.013, 0.233, 2.670)  -0.27
C (-1.225, -0.821, 3.553)  -0.03
C (-0.824, -0.725, 4.873)  -0.08
C (-0.213, 0.434, 5.332)  -0.08
C (0.006, 1.478, 4.450)  -0.03
C (-0.373, 1.393, 3.111)  -0.19
C (-0.052, 2.536, 2.210)  -0.23
C (-0.640, 3.781, 2.434)  -0.02
C (-0.250, 4.897, 1.709)  -0.08
C (0.740, 4.778, 0.745)  -0.09
C (1.319, 3.544, 0.488)  -0.13
C (0.924, 2.432, 1.215)  -0.47
H (-2.094, -0.670, 1.205)  0.05
H (-1.790, 0.930, 0.901)  0.09
H (-1.698, -1.725, 3.186)  0.11
H (-0.992, -1.558, 5.544)  0.11
H (0.100, 0.519, 6.364)  0.10
H (0.502, 2.381, 4.787)  0.12
H (-1.395, 3.867, 3.206)  0.12
H (-0.709, 5.857, 1.907)  0.10
H (1.063, 5.646, 0.184)  0.11
H (2.087, 3.446, -0.268)  0.05
S (-2.229, -1.668, -1.268)  0.65
C (-1.573, -3.255, -1.471)  -0.64
N (-1.992, -4.019, -2.524)  -0.11
C (-1.403, -5.337, -2.728)  -0.11
C (-1.189, -5.977, -1.376)  -0.12
N (-0.328, -5.126, -0.573)  -0.12
C (0.978, -5.680, -0.211)  -0.14
C (1.860, -5.829, -1.428)  -0.21
C (2.383, -4.684, -2.028)  -0.04
C (3.133, -4.781, -3.189)  -0.07
C (3.375, -6.026, -3.760)  -0.09
C (2.870, -7.170, -3.161)  -0.09
C (2.114, -7.069, -1.998)  -0.06
C (-0.581, -3.775, -0.575)  -0.66
S (0.288, -2.775, 0.519)  0.65
C (-3.205, -3.743, -3.279)  -0.15
C (-4.388, -4.542, -2.779)  -0.21
C (-4.765, -4.475, -1.438)  -0.04
C (-5.841, -5.217, -0.977)  -0.08
C (-6.554, -6.035, -1.847)  -0.09
C (-6.184, -6.105, -3.181)  -0.09
C (-5.103, -5.363, -3.641)  -0.05
H (-0.449, -5.250, -3.256)  0.13
H (-2.088, -5.931, -3.333)  0.13
H (-0.722, -6.955, -1.475)  0.12
H (-2.157, -6.102, -0.879)  0.13
H (0.819, -6.647, 0.272)  0.13
H (1.433, -5.013, 0.514)  0.07
H (2.209, -3.713, -1.578)  0.06
H (3.532, -3.881, -3.640)  0.10
H (3.964, -6.103, -4.666)  0.10
H (3.065, -8.142, -3.596)  0.10
H (1.722, -7.966, -1.529)  0.11
H (-3.014, -3.995, -4.325)  0.13
H (-3.407, -2.676, -3.220)  0.07
H (-4.215, -3.831, -0.760)  0.10
H (-6.128, -5.156, 0.066)  0.10
H (-7.393, -6.614, -1.484)  0.10
H (-6.732, -6.742, -3.864)  0.10
H (-4.811, -5.424, -4.684)  0.11
Se (1.735, 0.701, 0.966)  0.65
Se (3.546, 1.115, -0.418)  0.16
Se (2.481, 1.169, -2.513)  -0.03
Se (1.439, -0.894, -2.495)  0.06
O (-0.997, 1.389, -1.175)  -0.60
S (-2.115, 1.425, -2.198)  1.00
C (-2.522, 3.156, -2.356)  -0.38
C (-3.583, 3.517, -3.176)  -0.08
C (-3.918, 4.857, -3.287)  -0.07
C (-3.204, 5.814, -2.574)  -0.08
C (-2.157, 5.432, -1.747)  -0.06
C (-1.811, 4.092, -1.632)  -0.06
C (-1.376, 1.167, -3.796)  -0.40
C (-0.436, 2.052, -4.307)  -0.10
C (0.182, 1.749, -5.507)  -0.08
C (-0.148, 0.579, -6.184)  -0.07
C (-1.093, -0.292, -5.667)  -0.07
C (-1.710, -0.004, -4.457)  -0.10
H (-4.134, 2.762, -3.725)  0.12
H (-4.740, 5.156, -3.925)  0.11
H (-3.471, 6.860, -2.660)  0.10
H (-1.607, 6.177, -1.186)  0.10
H (-1.008, 3.762, -0.990)  0.09
H (-0.183, 2.954, -3.763)  0.11
H (0.926, 2.420, -5.915)  0.11
H (0.345, 0.345, -7.120)  0.11
H (-1.333, -1.208, -6.191)  0.11
H (-2.412, -0.694, -4.006)  0.07

=====

Entry b
ORCA calculation (ωB97M-V/def2-TZVPD) on C42H38FeN3OS3Se4 as an isolated structure.

Calculated values
* LUMO (spin up / spin down): -0.041 / -0.064 Eh
* total charge: 0
* multiplicity: 6
* Kohn-Sham gap (spin up / spin down): 4.87 / 5.44 eV
* <S²>: 8.9941

Each line ends with the Löwdin charge.
Geometry (Å):
Fe (-0.335, 1.397, -1.693)  -0.02
N (-0.636, 0.305, 0.310)  0.03
C (-1.832, 0.685, 0.974)  -0.25
C (-1.804, 1.237, 2.247)  -0.04
C (-2.985, 1.619, 2.871)  -0.09
C (-4.199, 1.440, 2.228)  -0.08
C (-4.220, 0.890, 0.951)  -0.02
C (-3.042, 0.518, 0.307)  -0.13
C (-3.055, -0.005, -1.089)  -0.19
C (-4.029, -0.952, -1.437)  -0.05
C (-4.155, -1.420, -2.733)  -0.09
C (-3.326, -0.907, -3.724)  -0.08
C (-2.356, 0.025, -3.391)  -0.20
C (-2.160, 0.449, -2.066)  -0.32
H (0.199, 0.409, 0.866)  0.00
H (-0.676, -0.626, -0.083)  0.08
H (-0.851, 1.357, 2.754)  0.12
H (-2.950, 2.055, 3.863)  0.10
H (-5.126, 1.732, 2.712)  0.10
H (-5.165, 0.753, 0.433)  0.12
H (-4.693, -1.322, -0.660)  0.11
H (-4.900, -2.171, -2.972)  0.10
H (-3.428, -1.236, -4.755)  0.11
H (-1.736, 0.430, -4.177)  0.08
S (0.648, -0.736, -2.680)  0.68
C (1.095, -1.896, -1.495)  -0.63
N (0.806, -3.223, -1.743)  -0.13
C (1.494, -4.228, -0.955)  -0.13
C (1.385, -3.855, 0.492)  -0.13
N (1.936, -2.524, 0.706)  -0.12
C (2.835, -2.402, 1.860)  -0.14
C (4.197, -3.024, 1.606)  -0.20
C (4.563, -4.199, 2.258)  -0.06
C (5.804, -4.790, 2.026)  -0.09
C (6.689, -4.209, 1.132)  -0.10
C (6.331, -3.037, 0.470)  -0.08
C (5.095, -2.445, 0.705)  -0.03
C (1.776, -1.541, -0.250)  -0.68
S (2.319, 0.059, 0.066)  0.61
C (0.120, -3.704, -2.943)  -0.14
C (-1.025, -4.630, -2.591)  -0.22
C (-1.155, -5.880, -3.183)  -0.05
C (-2.223, -6.713, -2.857)  -0.09
C (-3.168, -6.299, -1.928)  -0.09
C (-3.044, -5.046, -1.331)  -0.08
C (-1.979, -4.219, -1.662)  -0.04
H (2.549, -4.294, -1.242)  0.14
H (1.020, -5.191, -1.126)  0.13
H (1.941, -4.568, 1.100)  0.12
H (0.334, -3.890, 0.795)  0.13
H (2.363, -2.910, 2.703)  0.12
H (2.926, -1.348, 2.098)  0.07
H (3.873, -4.656, 2.963)  0.11
H (6.076, -5.701, 2.547)  0.10
H (7.657, -4.665, 0.950)  0.10
H (7.021, -2.577, -0.228)  0.10
H (4.818, -1.529, 0.191)  0.09
H (0.830, -4.212, -3.606)  0.13
H (-0.261, -2.838, -3.471)  0.06
H (-0.416, -6.207, -3.910)  0.11
H (-2.314, -7.686, -3.326)  0.10
H (-3.997, -6.948, -1.669)  0.10
H (-3.783, -4.712, -0.611)  0.10
H (-1.887, -3.235, -1.207)  0.11
Se (1.835, 2.118, -2.406)  0.20
Se (1.749, 4.227, -3.241)  0.09
Se (-0.488, 4.768, -3.543)  0.05
Se (-1.738, 3.002, -2.600)  0.34
O (0.114, 3.002, 0.195)  -0.60
S (-0.832, 4.048, 0.752)  0.99
C (-0.272, 4.308, 2.439)  -0.38
C (-1.172, 4.835, 3.354)  -0.09
C (-0.754, 5.066, 4.659)  -0.08
C (0.550, 4.762, 5.034)  -0.08
C (1.439, 4.221, 4.108)  -0.07
C (1.029, 3.988, 2.801)  -0.07
C (-0.302, 5.648, 0.144)  -0.39
C (-1.264, 6.635, -0.014)  -0.09
C (-0.889, 7.873, -0.516)  -0.08
C (0.438, 8.105, -0.863)  -0.07
C (1.392, 7.103, -0.698)  -0.08
C (1.023, 5.863, -0.195)  -0.11
H (-2.192, 5.057, 3.047)  0.11
H (-1.451, 5.471, 5.387)  0.11
H (0.873, 4.937, 6.055)  0.10
H (2.455, 3.980, 4.403)  0.11
H (1.699, 3.538, 2.073)  0.12
H (-2.303, 6.429, 0.240)  0.11
H (-1.634, 8.651, -0.656)  0.11
H (0.728, 9.065, -1.278)  0.11
H (2.426, 7.282, -0.976)  0.11
H (1.747, 5.062, -0.091)  0.11

=====

Sorted by energy, starting with the most stable: entry a, entry b.

=====

Entry a
ORCA calculation (ωB97M-V/def2-TZVPD) on one molecule with the formula C6H9NO4.

Calculated values
* LUMO: 0.003 Eh
* total charge: 0
* SMILES string: C[NH+](C)C1=C([O-])C(=O)O[C@H]1O
* Kohn-Sham gap: 8.10 eV

Each line ends with the natural charge from an NBO analysis.
Geometry (Å):
C (0.932, 1.336, 0.650)  0.33
C (0.231, 0.055, 0.756)  -0.26
C (1.337, -0.942, 0.042)  0.40
C (2.576, -0.146, 0.069)  0.67
C (-1.325, 0.113, -1.227)  -0.42
C (-1.499, -1.395, 0.626)  -0.48
N (-1.198, -0.049, 0.260)  -0.39
O (3.744, -0.357, -0.237)  -0.52
O (1.103, -2.079, -0.346)  -0.58
O (2.286, 1.130, 0.433)  -0.49
O (0.328, 2.192, -0.308)  -0.76
H (1.114, 1.929, 1.696)  0.13
H (-1.168, 1.201, -1.432)  0.26
H (-0.627, -0.651, -1.692)  0.24
H (-2.324, -0.176, -1.421)  0.19
H (-0.735, -2.142, 0.119)  0.29
H (-1.364, -1.555, 1.776)  0.25
H (-2.532, -1.760, 0.224)  0.20
H (-1.915, 0.613, 0.787)  0.43
H (1.035, 2.683, -0.774)  0.50

=====

Entry b
ORCA calculation (ωB97M-V/def2-TZVPD) on one molecule with the formula C6H9NO4.

Calculated values
* LUMO: 0.027 Eh
* total charge: 0
* SMILES string: C#COC(=O)OC[C@H](O)CN
* Kohn-Sham gap: 10.58 eV

Each line ends with the natural charge from an NBO analysis.
Geometry (Å):
C (-3.175, 0.034, 1.824)  -0.35
C (-2.941, -0.019, 0.653)  0.30
O (-2.616, -0.101, -0.624)  -0.49
C (-1.634, 0.845, -0.971)  0.99
O (-1.705, 1.981, -0.623)  -0.56
O (-0.735, 0.304, -1.778)  -0.49
C (0.597, 0.830, -1.610)  -0.09
C (1.269, 0.405, -0.299)  0.06
O (2.652, 0.245, -0.593)  -0.71
C (0.702, -0.904, 0.291)  -0.26
N (1.683, -1.517, 1.218)  -0.83
H (-3.232, 0.185, 2.874)  0.24
H (0.584, 1.916, -1.687)  0.21
H (1.193, 0.433, -2.428)  0.22
H (1.164, 1.218, 0.426)  0.17
H (3.151, 0.678, 0.102)  0.48
H (-0.200, -0.648, 0.853)  0.19
H (0.405, -1.591, -0.501)  0.19
H (1.190, -1.697, 2.087)  0.35
H (1.894, -2.444, 0.867)  0.36

=====

Sorted by energy, starting with the most stable: entry b, entry a.

=====

Entry a
ORCA calculation (ωB97M-V/def2-TZVPD) on a 4-piece molecular cluster, C3H13NO3 overall.

Calculated values
* LUMO: 0.028 Eh
* total charge: 0
* SMILES string: C=CNC.O.O.O
* Kohn-Sham gap: 8.22 eV

Each line ends with the natural charge from an NBO analysis.
Geometry (Å):
C (-1.127, 1.437, -0.668)  -0.62
C (-1.383, 0.329, -1.396)  0.04
N (-0.459, -0.625, -1.664)  -0.61
C (-0.843, -2.022, -1.783)  -0.41
H (-0.149, 1.503, -0.186)  0.20
H (-1.753, 2.300, -0.541)  0.20
H (-2.381, -0.115, -1.369)  0.18
H (0.526, -0.566, -1.450)  0.42
H (-1.737, -2.264, -1.199)  0.18
H (-0.074, -2.625, -1.298)  0.20
H (-0.960, -2.371, -2.809)  0.19
H (-0.994, 0.952, 1.590)  0.49
H (-1.688, -0.287, 2.090)  0.48
O (-0.863, 0.203, 2.200)  -0.97
H (2.174, -0.174, 0.662)  0.51
H (2.726, 0.077, -0.776)  0.47
O (1.921, 0.036, -0.248)  -0.97
H (1.231, 0.199, 2.737)  0.50
H (2.108, 1.445, 2.987)  0.48
O (2.065, 0.616, 2.486)  -0.98

=====

Entry b
ORCA calculation (ωB97M-V/def2-TZVPD) on a 3-piece molecular cluster, C3H13NO3 overall.

Calculated values
* LUMO: 0.019 Eh
* total charge: 0
* SMILES string: NCCCO.O.O
* Kohn-Sham gap: 9.39 eV

Each line ends with the natural charge from an NBO analysis.
Geometry (Å):
C (0.880, 1.380, -0.374)  -0.21
C (0.093, 0.512, -1.486)  -0.44
C (-1.367, 0.464, -1.154)  -0.07
O (-2.149, -0.221, -2.166)  -0.74
N (0.476, 0.709, 0.824)  -0.90
H (0.405, 2.380, -0.413)  0.19
H (1.956, 1.404, -0.628)  0.19
H (0.558, -0.417, -1.523)  0.20
H (0.402, 0.842, -2.438)  0.20
H (-1.895, 1.464, -0.942)  0.16
H (-1.561, -0.094, -0.201)  0.20
H (-2.022, 0.201, -3.046)  0.46
H (0.296, 1.352, 1.687)  0.36
H (1.077, -0.123, 1.322)  0.39
H (4.407, -0.338, 2.041)  0.48
H (3.343, 0.651, 2.681)  0.47
O (3.719, 0.341, 1.834)  -0.95
H (-2.975, -3.031, 0.657)  0.47
H (-2.565, -3.572, 2.015)  0.46
O (-3.077, -3.904, 1.308)  -0.93

=====

Sorted by energy, starting with the most stable: entry a, entry b.

=====

Entry a
ORCA calculation (ωB97M-V/def2-TZVPD) on a 4-piece molecular cluster, C3H13NO3 overall.

Calculated values
* LUMO: 0.021 Eh
* total charge: 0
* SMILES string: C=CCN.O.O.O
* Kohn-Sham gap: 10.65 eV

Each line ends with the natural charge from an NBO analysis.
Geometry (Å):
N (-2.139, 0.184, 0.044)  -0.84
C (-1.519, 0.597, 1.330)  -0.26
C (0.660, 1.779, 1.068)  -0.40
C (-0.013, 0.636, 1.173)  -0.19
H (-3.140, 0.250, 0.185)  0.37
H (-1.877, 0.951, -0.575)  0.36
H (-1.763, -0.198, 2.029)  0.20
H (-1.892, 1.515, 1.802)  0.18
H (1.689, 1.694, 0.743)  0.20
H (0.235, 2.759, 1.200)  0.20
H (0.370, -0.339, 0.904)  0.23
H (2.305, 0.930, -1.152)  0.47
H (3.208, 1.089, -2.342)  0.47
O (3.079, 1.405, -1.456)  -0.94
H (0.924, -3.295, 0.096)  0.47
H (-0.069, -2.237, -0.032)  0.49
O (0.566, -2.569, 0.630)  -0.96
H (-0.738, -0.838, -2.517)  0.46
H (-1.496, -0.895, -1.222)  0.49
O (-0.852, -1.408, -1.778)  -0.99

=====

Entry b
ORCA calculation (ωB97M-V/def2-TZVPD) on a 4-piece molecular cluster, C3H13NO3 overall.

Calculated values
* LUMO: 0.021 Eh
* total charge: 0
* SMILES string: C=NCC.O.O.O
* Kohn-Sham gap: 10.54 eV

Each line ends with the natural charge from an NBO analysis.
Geometry (Å):
C (0.809, 2.271, 1.371)  -0.63
C (-0.244, 1.396, 2.022)  -0.29
C (-1.245, -0.731, 1.644)  -0.05
N (-0.528, 0.222, 1.245)  -0.41
H (0.871, 2.084, 0.286)  0.23
H (0.506, 3.353, 1.339)  0.21
H (1.766, 2.400, 1.846)  0.21
H (-1.115, 2.064, 2.060)  0.21
H (-0.093, 1.264, 3.118)  0.19
H (-1.864, -0.887, 2.566)  0.15
H (-1.343, -1.575, 0.952)  0.16
H (0.478, 1.083, -2.545)  0.46
H (-0.713, 0.549, -2.120)  0.48
O (-0.459, 1.244, -2.758)  -0.94
H (1.072, -1.832, 0.316)  0.49
H (2.422, -2.180, -0.157)  0.48
O (1.497, -2.394, -0.352)  -0.95
H (0.492, -2.036, -1.752)  0.50
H (-0.995, -2.010, -2.417)  0.48
O (-0.198, -1.512, -2.195)  -1.00

=====

Sorted by energy, starting with the most stable: entry a, entry b.

=====

Entry a
ORCA calculation (ωB97M-V/def2-TZVPD) on a 2-piece molecular cluster, CH8NS2 overall.

Calculated values
* LUMO: -0.190 Eh
* total charge: +1
* Kohn-Sham gap: 7.83 eV

Each line ends with the natural charge from an NBO analysis.
Geometry (Å):
N (0.409, 1.990, -1.399)  -0.90
H (1.291, 1.544, -1.648)  0.45
H (-0.338, 1.392, -0.920)  0.45
H (0.054, 2.562, -2.165)  0.45
H (0.682, 2.651, -0.661)  0.44
C (0.410, -2.071, 1.556)  -0.76
S (0.153, -0.298, 1.289)  0.23
S (-1.384, -0.286, -0.213)  -0.35
H (-0.417, -2.713, 1.259)  0.27
H (1.214, -2.399, 0.898)  0.24
H (0.615, -2.198, 2.615)  0.26
H (-2.688, -0.175, -0.610)  0.23

=====

Entry b
ORCA calculation (ωB97M-V/def2-TZVPD) on a 2-piece molecular cluster, CH8NS2 overall.

Calculated values
* LUMO: -0.151 Eh
* total charge: +1
* Kohn-Sham gap: 8.57 eV

Each line ends with the natural charge from an NBO analysis.
Geometry (Å):
N (-0.658, 1.167, 2.145)  -0.94
H (-0.581, 0.765, 1.144)  0.45
H (-0.210, 2.170, 2.031)  0.46
H (-1.663, 1.202, 2.501)  0.49
H (0.163, 0.709, 2.616)  0.47
C (0.593, -1.755, -1.414)  -0.69
S (-0.616, -0.671, -0.559)  0.05
S (0.170, 1.226, -1.181)  -0.19
H (1.399, -1.972, -0.803)  0.23
H (0.908, -0.959, -2.207)  0.23
H (0.096, -2.701, -1.766)  0.26
H (0.400, 0.819, -2.507)  0.18

=====

Sorted by energy, starting with the most stable: entry b, entry a.